The following is a DFT calculation (ωB97M-V/def2-TZVPD) of 19 unconnected molecules or ions with the total composition C69H170N6O19 in a non-equilibrium geometry.

Geometry (Å):
C 13.207 -38.688 11.101
C 14.769 -38.629 10.892
C 15.363 -40.068 10.878
C 15.075 -40.855 9.580
C 15.603 -40.012 8.416
C 14.977 -38.606 8.311
N 15.175 -37.986 9.594
O 14.929 -36.618 9.569
C 15.753 -37.838 7.178
C 13.536 -38.713 7.868
C 15.455 -37.904 12.027
H 12.711 -39.464 10.518
H 12.745 -37.777 10.722
H 12.829 -38.904 12.101
H 16.424 -40.146 11.112
H 14.936 -40.624 11.713
H 14.026 -41.099 9.408
H 15.579 -41.821 9.630
H 15.407 -40.582 7.508
H 16.672 -39.894 8.594
H 16.642 -37.343 7.569
H 16.074 -38.562 6.429
H 15.174 -37.118 6.600
H 13.500 -39.058 6.834
H 12.957 -39.472 8.393
H 12.911 -37.839 8.051
H 16.347 -37.330 11.773
H 15.841 -38.615 12.758
H 14.832 -37.154 12.516
H 13.994 -36.546 9.773
C 20.408 -27.907 9.971
C 19.845 -28.889 8.821
C 19.262 -27.997 7.704
C 19.080 -28.815 6.417
C 20.427 -29.376 6.063
C 21.182 -30.247 7.126
N 21.028 -29.634 8.450
O 21.561 -30.450 9.512
C 20.420 -31.646 7.081
C 22.678 -30.355 6.621
C 18.702 -29.735 9.400
H 21.199 -27.200 9.719
H 20.860 -28.515 10.755
H 19.572 -27.318 10.347
H 18.227 -27.775 7.965
H 19.792 -27.060 7.538
H 18.629 -28.228 5.617
H 18.414 -29.665 6.566
H 21.146 -28.634 5.718
H 20.186 -30.051 5.242
H 20.889 -32.359 7.759
H 19.351 -31.601 7.285
H 20.595 -32.135 6.123
H 22.727 -30.790 5.623
H 23.196 -29.397 6.580
H 23.255 -30.960 7.321
H 19.123 -30.485 10.068
H 18.206 -30.287 8.601
H 18.018 -29.115 9.980
H 20.806 -30.994 9.748
C 16.020 -29.941 14.354
C 15.189 -28.769 13.826
C 14.898 -27.748 14.938
C 16.019 -26.847 15.315
C 16.540 -26.129 14.093
C 16.854 -27.095 12.946
N 15.754 -28.049 12.678
O 15.955 -28.869 11.564
C 17.146 -26.097 11.760
C 18.140 -27.844 13.258
C 13.783 -29.293 13.370
H 15.549 -30.507 15.158
H 16.971 -29.548 14.714
H 16.192 -30.596 13.500
H 14.040 -27.157 14.617
H 14.714 -28.361 15.821
H 16.803 -27.372 15.859
H 15.520 -26.180 16.018
H 17.347 -25.537 14.525
H 15.796 -25.467 13.650
H 16.156 -25.948 11.329
H 17.647 -25.161 12.009
H 17.691 -26.597 10.960
H 18.240 -28.837 12.821
H 19.003 -27.207 13.063
H 18.260 -27.974 14.334
H 13.865 -29.984 12.531
H 13.209 -28.480 12.924
H 13.250 -29.854 14.137
H 15.262 -28.480 11.026
C 12.212 -30.649 6.756
C 11.989 -29.080 6.557
C 11.762 -28.456 7.934
C 12.989 -28.260 8.844
C 14.142 -27.540 8.091
C 14.461 -28.202 6.664
N 13.196 -28.471 5.943
O 13.350 -28.860 4.588
C 15.318 -27.137 5.955
C 15.262 -29.498 6.810
C 10.675 -28.824 5.758
H 11.251 -31.134 6.925
H 12.756 -30.976 7.642
H 12.648 -31.086 5.857
H 11.138 -27.563 7.912
H 11.254 -29.129 8.625
H 13.374 -29.232 9.154
H 12.787 -27.665 9.734
H 15.058 -27.431 8.672
H 13.907 -26.488 7.926
H 14.836 -26.159 5.922
H 16.234 -26.953 6.516
H 15.461 -27.395 4.906
H 15.502 -29.933 5.840
H 16.192 -29.233 7.312
H 14.739 -30.195 7.465
H 10.372 -27.788 5.910
H 9.890 -29.475 6.144
H 10.837 -29.093 4.714
H 13.844 -29.684 4.574
C 19.058 -33.795 3.940
C 18.557 -35.261 3.895
C 17.741 -35.347 2.562
C 17.592 -36.814 2.104
C 18.972 -37.441 2.032
C 19.718 -37.458 3.437
N 19.719 -36.116 4.039
O 20.246 -36.181 5.391
C 19.117 -38.610 4.282
C 21.171 -37.915 3.123
C 17.514 -35.405 5.042
H 18.257 -33.063 3.833
H 19.890 -33.439 3.333
H 19.405 -33.544 4.943
H 16.722 -35.029 2.782
H 18.306 -34.774 1.828
H 17.016 -36.881 1.181
H 17.011 -37.372 2.839
H 19.453 -36.821 1.275
H 18.837 -38.436 1.608
H 19.671 -38.901 5.174
H 18.160 -38.274 4.680
H 18.882 -39.493 3.687
H 21.275 -38.645 2.321
H 21.662 -37.120 2.561
H 21.808 -38.143 3.978
H 16.796 -34.590 4.949
H 18.039 -35.341 5.996
H 17.045 -36.389 5.047
H 21.024 -35.628 5.283
C 7.067 -33.667 12.049
C 7.884 -32.659 11.197
C 7.593 -31.261 11.733
C 8.623 -30.207 11.462
C 9.952 -30.645 11.814
C 10.353 -32.007 11.301
N 9.283 -33.055 11.399
O 9.587 -34.345 11.129
C 10.824 -31.778 9.868
C 11.535 -32.514 12.164
C 7.396 -32.784 9.753
H 7.251 -34.658 11.635
H 6.001 -33.517 11.876
H 7.267 -33.608 13.118
H 6.713 -30.990 11.149
H 7.405 -31.274 12.806
H 8.341 -29.218 11.823
H 8.554 -30.128 10.377
H 10.084 -30.602 12.896
H 10.600 -29.872 11.401
H 10.097 -31.198 9.299
H 11.747 -31.229 9.685
H 10.969 -32.742 9.381
H 11.866 -33.479 11.781
H 12.430 -31.898 12.082
H 11.207 -32.632 13.197
H 6.423 -32.373 9.482
H 7.483 -33.830 9.458
H 8.113 -32.380 9.038
H 9.472 -34.387 10.177
O 15.150 -34.034 13.030
H 14.704 -33.919 12.191
H 14.448 -34.225 13.651
O 19.223 -36.914 7.927
H 19.923 -37.495 8.226
H 19.277 -36.946 6.971
O 17.615 -35.966 9.789
H 18.183 -36.166 9.045
H 16.814 -36.463 9.620
O 19.687 -38.041 10.696
H 19.329 -38.639 11.352
H 18.974 -37.430 10.512
O 19.867 -33.601 12.999
H 19.022 -34.012 12.814
H 19.898 -33.535 13.953
O 12.209 -35.715 9.448
H 12.673 -34.907 9.669
H 11.440 -35.423 8.958
O 20.566 -33.009 10.410
H 20.021 -33.244 11.161
H 20.224 -33.540 9.691
O 17.612 -35.073 12.421
H 16.785 -34.639 12.631
H 17.487 -35.411 11.535
C 19.830 -33.282 17.657
C 18.863 -33.680 16.560
C 18.238 -32.467 15.846
O 19.524 -34.475 15.626
H 20.559 -32.642 17.160
H 20.278 -34.126 18.182
H 19.356 -32.736 18.473
H 18.116 -34.348 16.989
H 18.984 -31.703 15.625
H 17.515 -31.965 16.489
H 17.731 -32.855 14.963
H 20.438 -34.547 15.911
C 11.303 -36.124 5.526
C 12.214 -34.910 5.693
C 13.393 -34.703 4.699
O 11.373 -33.797 5.611
H 10.283 -35.771 5.677
H 11.565 -36.914 6.230
H 11.350 -36.495 4.502
H 12.567 -34.863 6.723
H 13.889 -33.746 4.859
H 13.162 -34.836 3.642
H 13.984 -35.590 4.929
H 10.663 -33.992 6.227
C 11.565 -34.223 16.969
C 12.428 -33.479 15.969
C 13.712 -32.846 16.476
O 12.705 -34.297 14.847
H 12.101 -35.140 17.212
H 10.584 -34.531 16.606
H 11.490 -33.669 17.905
H 11.848 -32.670 15.526
H 13.469 -32.052 17.182
H 14.292 -32.468 15.634
H 14.275 -33.595 17.034
H 11.901 -34.759 14.602
C 14.890 -31.669 1.163
C 15.552 -30.981 2.351
C 15.802 -29.494 2.049
O 14.645 -31.171 3.423
H 13.930 -31.323 0.782
H 14.818 -32.736 1.372
H 15.560 -31.634 0.304
H 16.467 -31.495 2.645
H 14.854 -28.987 1.866
H 16.439 -29.240 1.201
H 16.260 -28.968 2.886
H 14.107 -31.956 3.294
C 16.233 -32.873 8.105
C 15.663 -32.734 9.518
C 15.014 -31.390 9.909
O 14.771 -33.773 9.839
H 15.432 -32.725 7.381
H 16.814 -33.768 7.882
H 16.985 -32.099 7.951
H 16.499 -32.884 10.200
H 14.842 -31.296 10.981
H 14.085 -31.291 9.347
H 15.590 -30.524 9.580
H 15.193 -34.599 9.592

Forces on atoms 1 to 3 (eV/Å):
C 0.16 -0.13 -0.80
C 0.13 -0.88 -0.70
C -1.13 -0.91 -0.29

* gap between HOMO and LUMO: 7.340 eV
* relative energy (zero: lowest compared OMol25 entry of this formula, charge and spin): 27.6 kcal per mole
* LUMO level: -0.07 eV
* E_HOMO: -7.4 eV
* total charge: 0
* E: -4488.728602 a.u.

Here are the Mulliken charges for atoms 1 to 99, given in e: -1.54 1.67 -1.52 -0.80 -1.46 2.04 -0.20 0.92 -1.64 -1.59 -1.90 0.34 0.08 0.44 0.43 0.48 0.38 0.44 0.50 0.37 -0.03 0.64 0.10 0.56 0.26 -0.13 0.02 0.50 0.35 -0.39 -1.72 1.44 -0.99 0.34 -2.03 1.72 0.40 -0.48 -1.35 -2.02 -0.05 0.43 0.35 0.28 0.03 0.52 0.63 -0.38 0.47 0.55 0.37 0.08 0.47 0.37 0.46 0.41 0.77 -0.80 -0.43 0.29 -1.71 2.24 -1.23 -0.74 -1.38 1.73 -0.33 1.20 -1.76 -1.86 -1.90 0.20 0.43 0.10 0.46 0.34 0.30 0.47 0.34 0.49 0.55 0.34 0.09 0.22 0.46 0.41 -0.43 0.57 0.55 -0.06 -1.05 2.07 -1.12 0.89 -1.79 1.64 0.41 -0.51 -1.72